Entry 1:
Density functional theory data (ωB97M-V/def2-TZVPD) for a 2-piece molecular cluster, C5H5BrN2O2 overall at a distorted geometry.

Each line ends with the Löwdin charge.
Element x y z (Å)
C -0.877 1.235 0.090  -0.122
C 0.500 0.635 -0.145  -0.745
Br 1.968 1.413 0.803  0.755
C 0.757 -0.330 -1.057  -0.228
N 1.961 -0.795 -1.512  0.129
C 3.126 -0.495 -1.484  -0.365
O 4.264 -0.543 -1.615  0.194
H -1.459 0.682 -0.585  0.044
H -0.646 2.327 -0.256  0.115
H -1.088 1.056 1.200  0.096
H -0.130 -0.873 -1.528  0.147
N 0.781 -2.060 2.365  0.182
C 0.630 -2.694 1.368  -0.442
O 0.557 -3.517 0.543  0.147
H 0.607 -1.027 2.453  0.092

## Properties
HOMO-LUMO gap = 9.6 eV
DFT total energy = -82382.5975 eV
energy above the lowest of the compared OMol25 structures with the same formula, charge and spin = 0.000 eV
HOMO energy = -9.1916 eV
spin multiplicity = 1
structure (SMILES) = C/C(Br)=C/N=C=O.N=C=O
net charge = 0

***

Entry 2:
Density functional theory data (ωB97M-V/def2-TZVPD) for C38H52CaN3OP2 as an isolated structure at a distorted geometry.

Each line ends with the Löwdin charge.
Element x y z (Å)
C -1.215 2.681 0.082  -0.351
C -1.019 1.744 -2.071  -0.384
C -1.814 3.827 -0.441  -0.079
C -1.420 2.985 -2.637  -0.056
C -1.869 4.006 -1.820  -0.071
H -2.184 4.562 0.267  0.106
H -1.333 3.087 -3.722  0.113
H -2.323 4.908 -2.223  0.110
N -0.910 1.619 -0.686  -0.026
P 0.318 1.593 2.356  1.046
P -0.794 -1.128 -2.436  0.987
C -0.958 2.700 1.609  -0.288
H -0.670 3.727 1.877  0.071
H -1.902 2.512 2.145  0.079
C 1.611 -2.845 1.828  0.025
O 1.601 -3.739 2.547  0.051
C -0.778 0.602 -2.935  -0.370
H -0.347 0.911 -3.899  0.048
C 0.627 -2.291 -3.306  -0.645
C -2.615 -1.331 -3.083  -0.675
C 1.843 2.747 2.385  -0.685
C -0.362 1.189 4.116  -0.689
C 1.695 -2.815 -2.326  -0.120
H 1.268 -3.414 -1.509  0.067
H 2.368 -3.485 -2.891  0.092
H 2.317 -2.016 -1.900  0.043
C -0.060 -3.516 -3.927  -0.108
H -0.521 -4.142 -3.148  0.077
H -0.815 -3.254 -4.680  0.062
H 0.704 -4.139 -4.424  0.090
C 1.330 -1.422 -4.353  -0.108
H 2.072 -2.031 -4.898  0.091
H 0.636 -1.014 -5.099  0.077
H 1.874 -0.585 -3.887  0.059
C -3.137 -2.723 -2.700  -0.116
H -3.032 -2.890 -1.616  0.065
H -4.206 -2.790 -2.951  0.082
H -2.613 -3.531 -3.222  0.052
C -3.539 -0.265 -2.436  -0.094
H -3.412 -0.222 -1.342  0.072
H -3.354 0.740 -2.842  0.073
H -4.602 -0.507 -2.618  0.089
C -2.470 -1.073 -4.597  -0.105
H -1.633 -0.387 -4.811  0.045
H -2.294 -1.988 -5.176  0.067
H -3.372 -0.574 -4.977  0.086
C 0.644 0.255 4.815  -0.098
H 0.217 -0.098 5.767  0.092
H 0.875 -0.627 4.202  0.065
H 1.587 0.767 5.049  0.065
C -1.698 0.443 3.910  -0.109
H -2.471 1.086 3.466  0.077
H -1.580 -0.448 3.274  0.038
H -2.075 0.104 4.889  0.092
C -0.614 2.430 4.984  -0.089
H -1.208 2.125 5.862  0.092
H 0.313 2.866 5.374  0.065
H -1.184 3.211 4.462  0.085
C 2.049 3.266 0.946  -0.095
H 3.070 3.671 0.846  0.098
H 1.954 2.465 0.207  0.031
H 1.340 4.064 0.680  0.090
C 3.060 1.903 2.807  -0.102
H 3.177 1.012 2.173  0.064
H 3.974 2.510 2.713  0.092
H 2.992 1.575 3.852  0.061
C 1.694 3.958 3.312  -0.090
H 0.764 4.515 3.146  0.077
H 1.765 3.691 4.371  0.066
H 2.523 4.654 3.105  0.096
Ca -0.002 -0.468 0.249  0.988
N 2.244 0.152 -0.542  0.104
C 3.112 0.715 -1.131  -0.098
C 3.714 1.437 -2.215  -0.224
C 5.112 1.462 -2.348  -0.029
C 2.905 2.025 -3.224  -0.012
C 5.710 2.269 -3.331  -0.054
H 5.689 0.810 -1.680  0.123
C 3.487 2.815 -4.225  -0.049
H 1.826 1.850 -3.236  0.099
C 4.888 2.958 -4.250  -0.054
H 6.809 2.383 -3.378  0.118
H 2.846 3.320 -4.958  0.118
H 5.344 3.619 -4.990  0.112
N -1.150 -2.197 1.364  0.058
C -1.600 -3.000 2.099  -0.123
C -2.145 -3.950 2.986  -0.222
C -2.144 -3.726 4.376  -0.009
C -2.710 -4.671 5.231  -0.054
C -3.283 -5.840 4.726  -0.044
C -3.270 -6.067 3.346  -0.051
C -2.711 -5.131 2.476  -0.009
H -1.694 -2.816 4.779  0.115
H -2.703 -4.500 6.304  0.115
H -3.733 -6.573 5.401  0.121
H -3.697 -6.985 2.944  0.117
H -2.708 -5.310 1.399  0.127

## Properties
HOMO-LUMO gap = 5.1 eV
DFT total energy = -83779.4508 eV
energy above the lowest of the compared OMol25 structures with the same formula, charge and spin = 0.000 eV
HOMO energy = -7.9829 eV
spin multiplicity = 1
net charge = +1

***

Entry 3:
Density functional theory data (ωB97M-V/def2-TZVPD) for H14O7 as an isolated structure at a distorted geometry.

Each line ends with the Löwdin charge.
Element x y z (Å)
O 2.925 20.498 -9.262  -0.060
H 2.757 19.795 -8.634  -0.128
H 3.538 21.079 -8.813  0.026
O 3.388 18.034 -6.046  -0.061
H 3.900 17.424 -6.577  0.037
H 3.156 18.741 -6.649  -0.222
O 1.301 17.213 -7.818  0.057
H 0.415 17.242 -8.180  0.134
H 1.228 16.647 -7.050  0.140
O 2.012 17.288 -9.944  -0.034
H 1.354 17.786 -10.429  0.037
H 1.651 17.209 -9.061  -0.139
O 3.020 21.989 -6.394  -0.049
H 2.328 21.359 -6.595  -0.128
H 2.901 22.188 -5.465  0.034
O 1.218 20.659 -6.545  0.070
H 0.361 21.012 -6.785  0.145
H 1.023 19.961 -5.920  0.139
O 2.586 19.145 -7.527  0.025
H 1.989 19.876 -7.372  -0.012
H 2.014 18.384 -7.626  -0.011

## Properties
HOMO-LUMO gap = 8.8 eV
DFT total energy = -14553.8119 eV
energy above the lowest of the compared OMol25 structures with the same formula, charge and spin = 7.649 eV
HOMO energy = -9.5646 eV
spin multiplicity = 1
net charge = 0

***

Entry 4:
Density functional theory data (ωB97M-V/def2-TZVPD) for C27H45F4N7PSSbSi3Tl as an isolated structure.

Each line ends with the Löwdin charge.
Element x y z (Å)
Tl 0.105 -0.693 -0.402  0.651
C -3.250 2.392 3.508  -0.026
N -2.140 1.562 3.061  -0.122
C -1.236 0.927 3.868  -0.038
C -0.383 0.257 3.038  -0.121
N -0.751 0.473 1.743  -0.001
C -1.812 1.260 1.774  -0.461
P -2.699 1.941 0.339  1.188
C -3.148 0.342 -0.418  -0.486
N -2.553 -0.814 -0.203  -0.005
C -3.383 -1.779 -0.700  -0.123
C -4.502 -1.193 -1.218  -0.068
N -4.347 0.153 -1.035  -0.119
C -5.300 1.181 -1.426  -0.021
C -1.218 2.548 -0.541  -0.464
N -0.049 1.953 -0.656  -0.003
C 0.811 2.873 -1.175  -0.135
C 0.152 4.053 -1.384  -0.058
N -1.136 3.841 -0.979  -0.128
C -2.184 4.854 -0.954  -0.026
H -3.285 2.374 4.593  0.094
H -4.193 2.012 3.120  0.087
H -3.123 3.420 3.175  0.087
H -1.269 1.003 4.941  0.125
H 0.457 -0.369 3.289  0.078
H -3.144 -2.828 -0.624  0.111
H -5.384 -1.614 -1.671  0.129
H -6.032 0.744 -2.099  0.095
H -4.790 1.987 -1.948  0.083
H -5.812 1.587 -0.555  0.091
H 1.853 2.647 -1.336  0.097
H 0.482 5.001 -1.774  0.129
H -1.914 5.657 -1.633  0.095
H -2.305 5.261 0.048  0.094
H -3.131 4.424 -1.270  0.074
F 3.740 -4.466 1.396  0.137
C 4.017 -3.452 2.231  -0.618
F 3.217 -3.572 3.293  0.129
F 5.274 -3.649 2.672  0.130
C 3.889 -2.117 1.543  -0.122
C 5.036 -1.418 1.230  0.008
C 4.952 -0.185 0.593  -0.049
C 3.694 0.277 0.286  -0.153
N 2.574 -0.399 0.548  -0.038
C 2.625 -1.597 1.173  -0.735
S 1.128 -2.409 1.473  0.617
H 6.001 -1.829 1.492  0.127
H 5.836 0.389 0.354  0.108
H 3.555 1.238 -0.199  0.101
F -1.471 0.412 -2.782  -0.613
C -3.237 -1.513 -4.461  -0.200
Si -1.541 -2.259 -4.430  0.388
C -1.026 -2.696 -6.172  -0.210
C -1.345 -3.664 -3.224  -0.206
Sb 0.179 -0.510 -3.584  1.083
Si 2.550 -1.681 -3.484  0.361
C 2.546 -2.465 -5.185  -0.220
C 3.873 -0.375 -3.442  -0.201
C 2.621 -2.939 -2.132  -0.195
Si 0.205 1.666 -5.016  0.389
C -1.275 2.712 -4.621  -0.201
C 1.802 2.565 -4.671  -0.207
C 0.180 1.081 -6.790  -0.221
H -3.981 -2.299 -4.618  0.047
H -3.335 -0.780 -5.265  0.039
H -3.442 -1.015 -3.513  -0.007
H -1.812 -3.290 -6.649  0.043
H -0.104 -3.279 -6.208  0.017
H -0.882 -1.794 -6.770  0.016
H -2.122 -4.422 -3.363  0.046
H -1.404 -3.300 -2.197  0.005
H -0.376 -4.152 -3.355  0.028
H 2.142 -1.791 -5.946  0.021
H 1.962 -3.387 -5.206  0.026
H 3.571 -2.712 -5.479  0.045
H 3.869 0.207 -4.365  0.022
H 4.852 -0.856 -3.352  0.048
H 3.765 0.309 -2.600  0.014
H 1.912 -3.751 -2.307  0.039
H 2.394 -2.505 -1.160  -0.030
H 3.626 -3.369 -2.079  0.057
H -1.248 3.015 -3.573  0.006
H -2.195 2.148 -4.777  0.031
H -1.290 3.603 -5.255  0.045
H 1.932 2.750 -3.605  0.000
H 1.796 3.533 -5.181  0.045
H 2.666 2.005 -5.033  0.020
H -0.772 0.608 -7.045  0.025
H 0.983 0.370 -6.997  0.025
H 0.316 1.938 -7.457  0.042

## Properties
HOMO-LUMO gap = 6.2 eV
DFT total energy = -105016.8318 eV
energy above the lowest of the compared OMol25 structures with the same formula, charge and spin = 2.644 eV
HOMO energy = -9.3954 eV
spin multiplicity = 1
net charge = +1